(1)
One molecule with the formula C12H26N2. Source: the OMol25 dataset; level of theory: wB97M-V/def2-TZVPD.

```
! wB97M-V def2-TZVPD RIJCOSX def2/J DEFGRID3
* xyz 0 1
N 0.8331 0.1529 1.2701
N -1.4277 1.7257 -2.1443
C -2.2383 1.1988 -3.3228
C 3.4951 0.5105 4.0029
C -0.1394 -1.8930 0.1821
C 1.5894 2.1304 -1.9956
C 0.7182 1.0510 2.4186
C 1.5634 0.7209 0.1802
C 2.3536 -0.4606 4.0401
C 1.0387 0.2616 3.7461
C -1.2484 0.3749 -0.0912
C -0.3603 -0.5198 0.8384
C -0.5677 0.7859 -1.3011
C 0.7086 1.5605 -0.7561
H -1.1673 2.7166 -2.1681
H -2.9056 0.3765 -3.0578
H -2.8537 2.0789 -3.6127
H -1.6320 0.8654 -4.2901
H 4.3971 0.0584 4.3257
H 3.6293 1.0235 3.0305
H 3.4111 1.1983 4.7471
H -1.1088 -2.3107 -0.0487
H 0.3707 -2.5840 0.8990
H 0.4142 -1.8594 -0.7160
H 2.4602 2.8052 -1.7101
H 0.9803 2.6798 -2.7758
H 2.0242 1.2549 -2.4757
H 1.2928 1.9340 2.2837
H -0.3060 1.4429 2.5451
H 1.8618 -0.1426 -0.3081
H 2.3618 1.3524 0.5414
H 2.6819 -1.2112 3.2966
H 2.3520 -0.8794 4.9961
H 0.7480 0.8800 4.6066
H 0.3122 -0.5166 3.8842
H -2.0900 -0.2490 -0.2293
H -1.5858 1.2498 0.4944
H -0.9046 -0.8328 1.8019
H -0.2091 -0.0762 -1.8393
H 0.3141 2.3126 -0.1208
*
```

Values from the calculation:
Gap between HOMO and LUMO   8.93 eV
HOMO level   -7.939 eV

natural (NBO) atomic charge list, values in e, 4 entries:
1 N -0.47
2 N -0.68
3 C -0.41
4 C -0.60


(2)
C29H48N5O3PRuSSi as an isolated structure. Source: the OMol25 dataset; level of theory: wB97M-V/def2-TZVPD.

```
! wB97M-V def2-TZVPD RIJCOSX def2/J DEFGRID3
* xyz 2 5
Ru -0.2529 0.2402 0.0132
C -7.7210 -1.7349 0.3432
O -6.3443 -1.8692 -0.0605
C -5.4497 -1.0140 0.3968
C -5.7452 0.0569 1.2621
C -4.7268 0.8764 1.6627
C -3.3832 0.7090 1.2435
C -2.3717 1.5835 1.7437
C -2.6321 2.6411 2.7672
O -1.1496 1.5083 1.4017
C -3.1201 -0.3972 0.3787
O -1.8855 -0.7307 -0.0570
C -4.1334 -1.2280 -0.0285
H -8.2450 -2.5464 -0.1471
H -8.1214 -0.7793 0.0081
H -7.8103 -1.8350 1.4237
H -6.7498 0.2364 1.6105
H -4.9743 1.6853 2.3321
H -3.6517 3.0048 2.7995
H -1.9528 3.4720 2.5899
H -2.3836 2.2215 3.7470
H -3.9123 -2.0697 -0.6713
C 5.5640 -0.2004 -1.0460
Si 5.2635 1.6249 -1.1291
C 6.3188 2.5255 0.1011
C 5.5372 2.2792 -2.8437
C 3.4518 2.1011 -0.6892
C 3.1707 3.4557 -0.5773
C 1.8947 3.9519 -0.2601
C 0.8867 3.0606 -0.0585
N 1.1263 1.7282 -0.1821
C 2.3555 1.2484 -0.4852
S 2.3060 -0.4780 -0.5833
H 6.6275 -0.3644 -1.2428
H 5.0020 -0.7633 -1.7928
H 5.3447 -0.6128 -0.0593
H 7.3726 2.3058 -0.0878
H 6.0974 2.2297 1.1286
H 6.1981 3.6088 0.0253
H 6.5971 2.2002 -3.0998
H 5.2625 3.3347 -2.9152
H 4.9736 1.7280 -3.5994
H 3.9691 4.1728 -0.7390
H 1.7072 5.0120 -0.1676
H -0.1174 3.3550 0.2080
C -2.3431 1.2201 -4.1250
C -1.9175 1.0600 -2.6617
P -0.3630 0.1375 -2.3949
C -0.6723 -1.5472 -2.9913
C 0.3092 -2.6276 -2.5398
C 0.8465 0.9695 -3.4680
C 2.1374 0.2613 -3.8755
H -3.3594 1.6100 -4.1599
H -2.3420 0.2696 -4.6592
H -1.7090 1.9214 -4.6634
H -2.6797 0.5184 -2.1008
H -1.8114 2.0384 -2.1829
H -0.6975 -1.4672 -4.0819
H -1.6841 -1.7885 -2.6582
H 1.3152 -2.4559 -2.9189
H -0.0304 -3.5966 -2.9025
H 0.3688 -2.6803 -1.4529
H 1.0387 1.9501 -3.0229
H 0.2526 1.1516 -4.3679
H 2.7612 -0.0061 -3.0290
H 2.7043 0.9279 -4.5250
H 1.9283 -0.6439 -4.4463
C -0.6421 -0.7876 3.0791
N -0.5737 -1.6724 4.2176
C 0.8260 -1.7835 4.6430
N 1.6654 -2.3112 3.5663
C 1.5900 -1.4355 2.4189
N 0.1766 -1.2766 1.9164
C -0.3157 -2.6613 1.5863
N -0.2338 -3.5525 2.7209
C -1.0460 -3.0020 3.8105
C 1.1585 -3.6299 3.1784
H -0.2799 0.2026 3.3553
H -1.6794 -0.7265 2.7496
H 0.8849 -2.4510 5.5013
H 1.1921 -0.7996 4.9396
H 2.1931 -1.8517 1.6208
H 1.9719 -0.4454 2.6733
H 0.3011 -3.0453 0.7710
H -1.3478 -2.5908 1.2523
H -0.9957 -3.6734 4.6662
H -2.0850 -2.9297 3.4833
H 1.7798 -4.0347 2.3784
H 1.2139 -4.2991 4.0356
*
```

Values from the calculation:
Gap between HOMO and LUMO (spin up / spin down)   7.52 / 5.50 eV
<S²>   6.025
HOMO level (spin up / spin down)   -13.557 / -13.516 eV

Mulliken atomic charge list, values in e, 4 entries:
1 Ru -0.10
2 C -0.94
3 O -0.42
4 C 0.53


(3)
C44H112CaO22V as an isolated structure. Source: the OMol25 dataset; level of theory: wB97M-V/def2-TZVPD.

```
! wB97M-V def2-TZVPD RIJCOSX def2/J DEFGRID3
* xyz -1 1
O -1.7856 -0.2826 0.6065
V -0.3493 0.4338 0.5202
O 0.3278 -0.1638 -0.8106
Ca 1.4668 2.7235 2.8950
C 0.8381 -0.0333 2.9955
O 1.8470 0.4176 3.5597
O 0.8115 -0.7525 2.0129
O -0.0135 0.8656 2.7965
C 0.1341 3.0287 0.3782
O 1.1587 2.3261 0.5350
O -0.0189 3.8149 1.3177
O -0.7845 2.5587 -0.3464
C -5.5627 -5.2033 1.8444
C -4.8885 -5.1866 0.4981
C -3.3862 -5.1430 0.6260
O -5.1969 -6.3824 -0.1377
H -4.9538 -5.6601 2.6245
H -6.5452 -5.6651 1.9420
H -5.6951 -4.1569 2.1193
H -5.3129 -4.4314 -0.1636
H -3.0744 -4.1909 1.0555
H -2.9395 -5.2812 -0.3586
H -3.0226 -5.9560 1.2543
H -4.8575 -6.3721 -1.0357
C -6.4379 0.9382 -1.2941
C -5.0856 0.2437 -1.5511
C -4.9953 -1.0869 -0.9563
O -4.8432 0.1554 -2.9209
H -6.4090 1.9794 -1.6153
H -6.8194 0.9455 -0.2730
H -7.2587 0.5063 -1.8667
H -4.2654 0.8103 -1.1104
H -5.1251 -1.1699 0.1228
H -4.0799 -1.6051 -1.2419
H -5.7295 -1.7675 -1.3873
H -3.8877 0.1320 -3.0108
C -3.4252 2.3343 1.7156
C -4.5113 2.7288 2.7041
C -5.7313 3.3267 2.0969
O -4.8570 1.6028 3.5442
H -2.6852 1.7506 2.2630
H -2.9613 3.2168 1.2750
H -3.8524 1.6652 0.9687
H -4.0594 3.4405 3.3950
H -5.5188 4.2987 1.6519
H -6.4826 3.4478 2.8773
H -6.1835 2.6872 1.3388
H -4.0770 1.1774 3.9077
C 6.0359 3.2176 1.4777
C 5.1241 2.7855 2.6347
C 5.2173 3.6925 3.8852
O 3.7902 2.8296 2.1889
H 5.7149 4.0965 0.9186
H 6.1297 2.4409 0.7187
H 7.0369 3.3811 1.8768
H 5.3455 1.7392 2.8455
H 6.2637 3.6616 4.1888
H 4.5389 3.3520 4.6675
H 4.9842 4.6890 3.5100
H 3.8141 2.5767 1.2631
C -1.0946 3.7627 6.8776
C -0.8159 3.0935 5.5003
C -1.5101 3.8912 4.4144
O 0.5931 2.9336 5.2272
H -2.1582 3.9452 7.0316
H -0.6200 4.7303 7.0407
H -0.6894 3.2136 7.7275
H -1.3017 2.1238 5.6089
H -0.9504 4.7505 4.0451
H -2.4902 4.2922 4.6724
H -1.6111 3.2904 3.5106
H 0.9407 2.2610 5.8174
C 4.1494 -4.4711 -2.0113
C 3.0147 -3.7954 -2.7793
C 2.9153 -2.2758 -2.4757
O 3.3349 -3.9104 -4.0845
H 3.8649 -4.7304 -0.9915
H 5.1267 -3.9894 -2.0426
H 4.3260 -5.4597 -2.4352
H 2.0338 -4.1587 -2.4727
H 2.5195 -2.1380 -1.4695
H 2.2714 -1.6796 -3.1224
H 3.9127 -1.8376 -2.5106
H 3.9535 -3.2444 -4.3933
C -4.0601 -1.0870 5.6334
C -2.8145 -1.1100 4.7306
C -2.9203 -2.0394 3.5185
O -2.5587 0.1788 4.2494
H -4.1624 -2.0640 6.1058
H -5.0305 -0.9438 5.1581
H -3.9232 -0.3201 6.3957
H -1.9416 -1.2801 5.3607
H -3.6959 -1.7825 2.7970
H -3.2050 -3.0404 3.8424
H -1.9185 -2.1298 3.0985
H -1.6878 0.2407 3.8503
C 5.1999 -2.8782 1.8140
C 4.1592 -2.1604 2.7562
C 3.8889 -2.8956 4.1026
O 4.5313 -0.8853 3.1380
H 6.2122 -2.8656 2.2181
H 5.2098 -2.3271 0.8736
H 5.0036 -3.9293 1.6024
H 3.2148 -2.0724 2.2191
H 3.5078 -2.2789 4.9165
H 4.8428 -3.3155 4.4219
H 3.1829 -3.7127 3.9539
H 3.7044 -0.4125 3.0186
C 1.2044 3.9207 -3.0903
C 0.0706 3.1347 -3.7527
C 0.5609 2.4964 -5.0455
O -0.3542 2.0178 -3.0112
H 0.9768 4.3855 -2.1310
H 1.4925 4.7807 -3.6948
H 2.0878 3.2894 -2.9947
H -0.8063 3.7415 -3.9782
H 0.9885 3.1485 -5.8070
H -0.2238 2.0240 -5.6363
H 1.3465 1.7841 -4.7934
H -0.4390 2.2012 -2.0727
C -4.3327 5.4596 -1.3604
C -3.3706 4.3310 -1.6667
C -3.7552 3.6824 -3.0166
O -2.0507 4.7861 -1.5551
H -5.3532 5.0932 -1.2488
H -4.2771 6.2786 -2.0776
H -4.0697 5.8159 -0.3644
H -3.4703 3.5726 -0.8902
H -3.2950 4.2461 -3.8282
H -4.8269 3.5026 -3.1010
H -3.2582 2.7129 -3.0510
H -1.5831 4.0637 -1.1295
C -2.4579 -1.8491 -4.9444
C -1.5843 -1.3409 -3.8066
C -0.1661 -0.9815 -4.3459
O -2.1323 -0.1244 -3.3709
H -2.4442 -1.2511 -5.8556
H -3.5335 -1.9191 -4.7819
H -2.0800 -2.8017 -5.3158
H -1.5178 -1.9987 -2.9400
H 0.4488 -0.6026 -3.5296
H -0.2452 -0.2097 -5.1115
H 0.2783 -1.8266 -4.8717
H -1.3993 0.4370 -3.1080
C 1.9287 -5.5418 1.3412
C 1.4335 -4.0892 1.0990
C 0.0914 -3.9847 0.3779
O 1.1677 -3.4798 2.3366
H 2.3230 -5.9747 0.4218
H 1.1136 -6.1415 1.7462
H 2.7943 -5.5136 2.0030
H 2.2078 -3.5686 0.5355
H -0.4186 -3.0391 0.5616
H -0.6088 -4.7220 0.7704
H 0.1374 -4.1503 -0.6985
H 1.0453 -2.5386 2.1923
C 4.9400 0.8886 -2.1451
C 3.7788 0.8994 -1.1806
C 4.0587 0.1599 0.1168
O 3.5583 2.1969 -0.7728
H 5.7468 1.2462 -1.5054
H 4.7399 1.4979 -3.0265
H 5.1950 -0.1208 -2.4680
H 2.9225 0.4050 -1.6392
H 4.2138 -0.8962 -0.1035
H 3.1812 0.1992 0.7622
H 4.9384 0.5406 0.6359
H 2.6417 2.2645 -0.4957
C 4.8966 -1.0690 -7.2734
C 4.7694 -0.6552 -5.7739
C 3.3652 -0.2793 -5.4620
O 5.1472 -1.7769 -5.0080
H 4.7355 -0.1481 -7.8337
H 4.0949 -1.7325 -7.5976
H 5.8384 -1.4720 -7.6460
H 5.3917 0.2144 -5.5626
H 2.6677 -1.1170 -5.4566
H 2.8740 0.4187 -6.1399
H 3.3073 0.1050 -4.4436
H 5.9884 -2.0417 -5.3871
*
```

Values from the calculation:
Gap between HOMO and LUMO   8.77 eV
HOMO level   -7.138 eV

Mulliken atomic charge list, values in e, 4 entries:
1 O -0.59
2 V 1.23
3 O -0.27
4 Ca 1.10


(4)
C29H42As3N3Ti as an isolated structure. Source: the OMol25 dataset; level of theory: wB97M-V/def2-TZVPD.

```
! wB97M-V def2-TZVPD RIJCOSX def2/J DEFGRID3
* xyz 0 3
Ti -0.1047 -0.4532 0.4266
C 0.9431 -0.7764 4.6426
As 0.1873 -0.0199 2.9624
C 0.5568 1.8645 3.4208
C -1.7093 0.0942 3.3977
C -2.2654 -0.4900 4.5273
C -3.6088 -0.3298 4.8345
C -4.4125 0.4460 4.0103
C -3.8744 1.0158 2.8759
C -2.5303 0.8470 2.5373
As -1.8689 1.5021 0.8127
C -2.5982 3.3687 0.8880
C -3.3208 0.7709 -0.3074
H 0.6379 -0.1839 5.5068
H 2.0348 -0.7518 4.5660
H 0.6418 -1.8173 4.7843
H 0.0140 2.1307 4.3326
H 0.2324 2.5143 2.6007
H 1.6248 2.0215 3.5842
H -1.6435 -1.0877 5.1847
H -4.0239 -0.7964 5.7156
H -5.4553 0.5999 4.2470
H -4.5098 1.6127 2.2324
H -3.6701 3.3798 1.0913
H -2.4159 3.8599 -0.0713
H -2.0787 3.9293 1.6664
H -4.3105 1.0323 0.0757
H -3.2391 -0.3198 -0.3445
H -3.2345 1.1533 -1.3303
C 3.7444 0.0155 -0.9495
C 2.8758 -0.3416 0.2803
C 3.0040 -1.8595 0.5655
C 3.4435 0.4348 1.4901
N 1.5185 -0.0049 0.0855
H 4.7865 -0.2356 -0.7604
H 3.6725 1.0826 -1.1602
H 3.4025 -0.5362 -1.8203
H 4.0444 -2.1830 0.5597
H 2.4485 -2.4196 -0.1906
H 2.5629 -2.0770 1.5450
H 4.4906 0.1907 1.6441
H 2.8689 0.1682 2.3833
H 3.3385 1.5053 1.3159
N 1.4709 -5.7314 2.9634
C 0.8127 -5.1625 2.2039
C 0.0311 -4.4400 1.2983
C -0.6228 -5.0528 0.1793
C -1.3586 -4.2243 -0.6468
C -1.4391 -2.8647 -0.4062
N -0.8142 -2.2586 0.6737
C -0.1191 -3.0731 1.4832
H -0.5605 -6.1158 0.0235
H -1.8946 -4.6324 -1.4920
H -2.0572 -2.2226 -1.0376
H 0.3511 -2.6157 2.3598
C -1.6652 0.2924 -3.6784
As -0.4484 -0.0816 -2.1340
C 0.6143 -1.4522 -3.0460
C 0.5737 1.6173 -2.2714
C 1.0068 2.1046 -3.6049
C 0.4277 3.2331 -4.1802
C 0.8727 3.7191 -5.3966
C 1.8885 3.0671 -6.0751
C 2.4739 1.9443 -5.5144
C 2.0463 1.4766 -4.2868
H -1.0745 0.3090 -4.5975
H -2.1371 1.2706 -3.5551
H -2.4459 -0.4666 -3.7728
H 0.9615 -1.1196 -4.0255
H -0.0154 -2.3381 -3.1769
H 1.4539 -1.7259 -2.4055
H 1.4274 1.4552 -1.6059
H -0.0848 2.3591 -1.7879
H -0.3634 3.7482 -3.6502
H 0.4371 4.6168 -5.8107
H 2.2309 3.4326 -7.0318
H 3.2810 1.4429 -6.0277
H 2.5397 0.6328 -3.8259
*
```

Values from the calculation:
Gap between HOMO and LUMO (spin up / spin down)   5.23 / 8.12 eV
<S²>   2.025
HOMO level (spin up / spin down)   -5.050 / -7.932 eV

Mulliken atomic charge list, values in e, 4 entries:
1 Ti -0.69
2 C -1.50
3 As 1.47
4 C -1.25


no.,strongest force on any atom (eV/A)
1,3.5
2,0.6
3,8.0
4,2.2